1.
90
Properties=species:S:1:pos:R:3:mulliken_charge:R:1 method="wB97M-V/def2-TZVPD" de_lowest_kcal_mol=32.5 gap_ev=5.72 charge=-2 e_homo_ev=-1.82
Ti -0.16 -0.42 -0.31 -0.100
S 0.67 4.27 -0.14 -0.747
C 2.24 3.56 0.07 1.310
C 3.48 4.17 0.17 -0.625
C 4.59 3.36 0.36 -0.846
C 4.46 1.97 0.46 -0.800
C 3.22 1.37 0.37 -0.052
C 2.11 2.17 0.16 -1.960
N 0.80 1.70 0.08 2.188
C -0.03 2.69 -0.09 0.879
C -1.46 2.42 -0.26 0.190
C -2.39 3.46 -0.40 -0.240
C -3.72 3.14 -0.57 -1.071
C -4.10 1.80 -0.60 -0.575
C -3.16 0.79 -0.48 -0.969
C -1.79 1.07 -0.29 0.767
H 3.59 5.24 0.10 0.429
H 5.57 3.82 0.43 0.369
H 5.34 1.36 0.63 0.428
H 3.09 0.31 0.47 0.505
H -2.08 4.50 -0.38 0.393
H -4.46 3.93 -0.67 0.349
H -5.15 1.54 -0.73 0.404
H -3.48 -0.24 -0.52 0.328
S 0.32 -4.82 -2.05 -0.723
Sb -0.17 -4.11 0.05 0.155
S -1.66 -2.17 -0.31 -0.700
S 1.62 -2.38 0.58 -0.187
C -1.41 1.19 5.51 -1.430
Ge -1.65 1.35 3.56 1.138
C -3.51 0.76 3.25 -1.183
C -1.71 3.30 3.24 -1.113
Ge -0.07 -0.09 2.38 0.228
C -0.53 -1.66 3.53 0.078
C 0.28 -2.13 4.56 -0.160
C -0.09 -3.22 5.35 -0.751
C -1.31 -3.85 5.13 -0.533
C -2.13 -3.39 4.12 -0.931
C -1.75 -2.32 3.33 -0.386
C 1.67 0.54 3.15 -0.008
C 1.84 1.89 3.47 0.182
C 3.05 2.40 3.92 -0.774
C 4.14 1.55 4.08 -0.573
C 4.00 0.20 3.78 -0.914
C 2.79 -0.29 3.31 0.108
H -2.20 1.76 5.99 0.489
H -0.44 1.59 5.82 0.331
H -1.47 0.15 5.82 0.356
H -4.19 1.54 3.58 0.472
H -3.71 -0.15 3.83 0.399
H -3.69 0.55 2.20 0.164
H -2.53 3.71 3.83 0.543
H -1.89 3.53 2.20 0.187
H -0.79 3.80 3.55 0.391
H 1.23 -1.65 4.77 0.272
H 0.57 -3.56 6.14 0.381
H -1.60 -4.70 5.74 0.339
H -3.08 -3.89 3.92 0.376
H -2.40 -2.00 2.52 0.501
H 1.01 2.58 3.34 -0.022
H 3.14 3.46 4.13 0.393
H 5.09 1.94 4.42 0.357
H 4.84 -0.47 3.89 0.365
H 2.71 -1.34 3.05 0.460
Br -1.55 -2.72 -6.74 -0.224
C -0.79 -1.05 -6.26 -0.217
C -0.36 -0.19 -7.26 -0.375
C 0.19 1.03 -6.90 -0.638
C 0.31 1.38 -5.56 -0.499
C -0.12 0.51 -4.57 0.578
C -0.68 -0.72 -4.92 -0.115
C 0.03 0.92 -3.12 0.501
O 0.46 2.03 -2.85 -0.759
O -0.31 0.00 -2.29 -0.715
H -0.46 -0.48 -8.30 0.391
H 0.53 1.71 -7.67 0.374
H 0.74 2.32 -5.25 0.450
H -1.01 -1.39 -4.14 0.427
N 1.53 -1.30 -0.78 0.525
C 2.55 -1.37 -1.75 -0.853
C 3.91 -1.32 -1.43 -0.092
C 4.87 -1.33 -2.43 -0.789
C 4.49 -1.40 -3.77 -0.581
C 3.14 -1.49 -4.09 -0.466
C 2.18 -1.50 -3.08 -0.036
H 4.21 -1.32 -0.39 0.453
H 5.92 -1.29 -2.16 0.354
H 5.24 -1.39 -4.54 0.365
H 2.83 -1.58 -5.12 0.424
H 1.14 -1.64 -3.31 0.685



2.
79
Properties=species:S:1:pos:R:3:mulliken_charge:R:1 method="wB97M-V/def2-TZVPD" gap_ev=6.98 charge=+1 e_homo_ev=-11.17
C 1.31 -1.30 -1.50 1.872
C 2.64 -0.77 -1.07 0.564
C 3.27 0.22 -1.85 -0.567
C 4.54 0.70 -1.50 -1.380
C 5.20 0.17 -0.39 -0.651
C 4.61 -0.85 0.36 -0.915
C 3.33 -1.34 0.01 0.082
C 0.54 -2.21 -0.60 -0.707
C 0.04 -3.30 -1.35 -0.338
C -0.72 -4.28 -0.73 -0.417
C -0.95 -4.18 0.64 -1.079
C -0.38 -3.13 1.40 -1.126
C 0.40 -2.15 0.77 1.411
C 0.57 -3.22 -2.71 0.213
C 1.37 -2.05 -2.82 0.376
C 2.22 -1.92 -3.92 -0.419
C 2.14 -2.87 -4.96 -0.841
C 1.27 -3.96 -4.89 -0.839
C 0.48 -4.16 -3.74 -0.525
H 2.81 0.59 -2.77 0.608
H 5.00 1.48 -2.11 0.442
H 6.17 0.56 -0.09 0.412
H 5.10 -1.26 1.23 0.435
H 2.91 -2.17 0.58 0.585
H -1.15 -5.07 -1.34 0.443
H -1.59 -4.90 1.14 0.420
H -0.53 -3.08 2.47 0.484
H 0.93 -1.38 1.32 -0.095
H 2.99 -1.15 -3.97 0.452
H 2.78 -2.75 -5.84 0.439
H 1.19 -4.66 -5.72 0.419
H -0.23 -4.98 -3.65 0.437
C 2.75 0.36 3.34 -0.623
C 1.52 -0.15 3.76 -0.635
C 0.35 0.21 3.09 -0.565
C 0.42 1.04 1.96 0.663
Si -1.11 1.57 1.05 -0.164
C -2.61 0.52 1.44 0.737
C -3.59 0.95 2.36 -0.777
C -4.73 0.18 2.60 -0.670
C -4.90 -1.05 1.95 -0.669
C -3.92 -1.49 1.05 -0.789
C -2.80 -0.70 0.79 0.114
C -1.53 3.29 1.67 0.085
C -0.88 3.80 2.81 -0.219
C -1.27 5.01 3.38 -0.816
C -2.30 5.76 2.81 -0.529
C -2.93 5.28 1.65 -0.780
C -2.55 4.06 1.09 -0.212
C -0.60 1.42 -0.79 -0.226
C -1.84 1.64 -1.64 -0.429
C -1.55 0.98 -2.99 -0.862
C -0.35 0.09 -2.80 0.095
N 0.19 0.29 -1.44 0.100
C 1.65 1.56 1.55 0.044
C 2.81 1.24 2.25 -0.864
H 3.67 0.08 3.85 0.402
H 1.47 -0.82 4.62 0.440
H -0.62 -0.18 3.42 0.530
H -3.46 1.90 2.89 0.371
H -5.49 0.53 3.30 0.404
H -5.78 -1.66 2.14 0.381
H -4.02 -2.46 0.55 0.455
H -2.04 -1.06 0.08 0.348
H -0.07 3.23 3.27 0.344
H -0.76 5.38 4.28 0.403
H -2.61 6.71 3.25 0.386
H -3.74 5.86 1.19 0.403
H -3.06 3.69 0.19 0.293
H 0.09 2.29 -0.92 0.644
H -2.72 1.19 -1.19 0.254
H -2.03 2.72 -1.75 0.384
H -2.42 0.39 -3.31 0.333
H -1.30 1.70 -3.77 0.296
H -0.67 -0.96 -2.95 0.081
H 0.46 0.26 -3.52 0.231
H 1.11 0.79 -1.57 0.481
H 1.70 2.24 0.69 0.464
H 3.76 1.67 1.93 0.473



3.
88
Properties=species:S:1:pos:R:3:mulliken_charge:R:1 method="wB97M-V/def2-TZVPD" de_lowest_kcal_mol=16.2 gap_ev="5.51 / 5.64" e_homo_ev="-7.24 / -7.24"
Pb 0.46 -0.16 0.37 0.885
C 3.08 -1.50 1.04 -0.658
C 2.76 -2.82 1.07 -1.080
C 2.64 -3.28 -0.26 -0.111
C 2.90 -2.21 -1.13 -1.046
C 3.18 -1.10 -0.36 0.041
H 3.34 -0.87 1.87 0.654
H 2.63 -3.42 1.95 0.496
H 2.41 -4.29 -0.56 0.721
H 2.90 -2.26 -2.20 0.442
H 3.57 -0.16 -0.70 0.663
C -3.32 2.04 -3.29 -1.449
C -2.93 1.48 -1.97 0.801
C -3.66 1.54 -0.80 -1.448
C -2.88 0.86 0.15 -0.259
N -1.76 0.43 -0.44 0.167
N -1.79 0.81 -1.72 0.794
B -0.73 0.39 -2.76 -1.713
N -0.54 -1.13 -2.61 0.701
N -0.31 -1.72 -1.44 0.775
C -0.46 -3.04 -1.60 -0.444
C -0.79 -3.29 -2.94 -1.499
C -0.84 -2.06 -3.55 0.722
C -1.22 -1.75 -4.95 -1.432
C -0.39 -4.01 -0.52 0.210
C -0.18 -5.36 -0.79 -0.557
C -0.19 -6.30 0.23 -0.841
C -0.44 -5.91 1.54 -0.525
C -0.65 -4.57 1.82 -0.637
C -0.63 -3.63 0.80 1.318
N 0.58 1.17 -2.57 0.459
N 1.25 1.23 -1.41 0.681
C 2.35 1.98 -1.59 -0.660
C 2.37 2.43 -2.91 -1.335
C 1.23 1.90 -3.50 0.868
C 0.76 2.08 -4.90 -1.426
C 3.38 2.23 -0.58 0.546
C 4.69 2.44 -1.02 -0.506
C 5.70 2.68 -0.12 -0.831
C 5.43 2.72 1.24 -0.405
C 4.15 2.49 1.69 -1.005
C 3.12 2.24 0.79 0.997
C -3.19 0.66 1.56 0.426
C -2.62 -0.36 2.32 0.874
C -2.87 -0.47 3.67 -0.533
C -3.72 0.42 4.30 -0.562
C -4.33 1.42 3.55 -0.836
C -4.06 1.54 2.20 -0.818
H -4.26 2.57 -3.19 0.390
H -3.45 1.24 -4.02 0.218
H -2.57 2.73 -3.67 0.246
H -4.62 2.00 -0.66 0.558
H -1.15 0.63 -3.83 -0.139
H -0.99 -4.24 -3.39 0.531
H -1.38 -2.68 -5.49 0.405
H -0.43 -1.19 -5.46 0.197
H -2.13 -1.16 -4.98 0.236
H 0.02 -5.68 -1.80 0.391
H -0.01 -7.34 0.00 0.413
H -0.47 -6.64 2.33 0.411
H -0.86 -4.25 2.83 0.461
H -0.81 -2.59 1.02 -0.379
H 3.09 3.07 -3.37 0.614
H 1.46 2.71 -5.45 0.410
H -0.22 2.56 -4.91 0.211
H 0.68 1.13 -5.42 0.202
H 4.91 2.39 -2.08 0.398
H 6.71 2.83 -0.48 0.402
H 6.23 2.92 1.94 0.404
H 3.93 2.51 2.75 0.481
H 2.12 2.08 1.15 -0.038
H -1.98 -1.08 1.83 0.198
H -2.39 -1.25 4.24 0.404
H -3.93 0.34 5.35 0.414
H -5.00 2.12 4.03 0.397
H -4.52 2.34 1.64 0.348
S -0.33 2.42 1.16 -0.199
C -0.58 2.43 2.85 0.605
C -1.27 3.52 3.39 -0.736
C -1.40 3.69 4.74 -0.679
C -0.85 2.74 5.62 -0.518
C -0.20 1.65 5.12 -0.835
C -0.08 1.43 3.73 0.579
S 0.65 -0.04 3.24 -0.409
H -1.67 4.25 2.70 0.500
H -1.92 4.54 5.14 0.406
H -0.94 2.88 6.68 0.408
H 0.23 0.90 5.77 0.470



4.
102
Properties=species:S:1:pos:R:3:mulliken_charge:R:1 method="wB97M-V/def2-TZVPD" de_lowest_kcal_mol=31.5 gap_ev=6.38 charge=-1 e_homo_ev=-5.11
La -1.50 0.50 -0.45 2.461
Br -7.14 -0.32 -4.69 -0.205
C -6.07 0.08 -3.18 0.065
C -6.52 0.95 -2.20 0.332
Br -8.21 1.78 -2.35 -0.201
C -5.70 1.23 -1.10 -0.086
Br -6.25 2.43 0.26 -0.165
C -4.45 0.65 -0.94 -0.112
O -3.63 0.92 0.06 -0.720
C -3.98 -0.27 -1.94 0.300
O -2.76 -0.78 -1.77 -0.555
C -4.81 -0.51 -3.03 -0.201
Br -4.12 -1.71 -4.33 -0.148
Br -4.61 7.64 1.36 -0.236
C -3.86 5.91 1.57 -0.129
C -3.66 5.41 2.85 -0.872
C -3.08 4.17 3.01 -0.699
C -2.69 3.42 1.90 0.118
C -2.95 3.92 0.64 0.107
C -3.53 5.16 0.46 -0.871
N -2.14 2.10 1.98 1.279
C -1.83 1.58 3.08 -1.257
C -1.63 0.11 3.17 0.802
C -1.41 -0.50 4.39 -0.933
C -1.41 -1.89 4.46 -0.572
C -1.67 -2.62 3.31 -0.744
C -1.87 -1.92 2.13 -0.635
N -1.82 -0.60 2.04 0.551
H -3.95 6.00 3.71 0.391
H -2.95 3.78 4.01 0.295
H -2.69 3.32 -0.22 0.491
H -3.72 5.54 -0.54 0.543
H -1.83 2.13 4.03 0.122
H -1.26 0.11 5.27 0.499
H -1.21 -2.39 5.40 0.421
H -1.69 -3.70 3.30 0.465
H -2.07 -2.45 1.21 0.720
C 2.03 0.07 4.23 -1.438
C 2.37 1.04 3.15 1.256
C 3.46 0.96 2.36 -0.426
C 3.63 1.96 1.36 0.748
N 2.81 2.97 1.22 -0.515
C 1.71 3.10 2.04 -0.218
S 0.64 4.36 1.95 -0.342
N 1.53 2.08 2.96 0.033
C 4.80 1.87 0.43 -1.385
H 2.93 -0.43 4.59 0.473
H 1.35 -0.69 3.85 -0.002
H 1.54 0.57 5.07 0.531
H 4.17 0.15 2.47 0.414
H 0.69 2.17 3.52 0.096
H 5.73 2.00 0.98 0.464
H 4.72 2.65 -0.33 0.308
H 4.83 0.89 -0.06 0.227
C -0.35 -1.99 -3.76 -0.749
C -0.53 -0.49 -3.84 -0.582
O 0.14 0.20 -2.76 0.213
C 1.52 0.39 -3.12 -0.761
C 2.41 0.85 -1.99 -0.069
H -0.97 -2.47 -4.52 0.492
H -0.70 -2.35 -2.79 -0.071
H 0.68 -2.30 -3.90 0.223
H -1.58 -0.26 -3.76 0.153
H -0.16 -0.09 -4.79 0.545
H 1.53 1.14 -3.92 0.305
H 1.90 -0.54 -3.53 0.361
H 2.00 1.72 -1.47 -0.172
H 3.37 1.16 -2.43 0.568
H 2.58 0.06 -1.27 -0.508
F -2.26 1.98 -2.49 -0.203
C -1.49 3.05 -2.92 0.458
F -0.92 2.66 -4.05 -0.275
F -2.35 4.02 -3.20 -0.265
S -0.23 3.57 -1.63 1.195
O 0.99 3.63 -2.38 -0.670
O -0.79 4.79 -1.14 -0.605
O -0.31 2.40 -0.69 -0.379
S -0.22 -4.55 0.74 -0.579
P 1.13 -3.23 0.17 1.334
S 0.79 -1.24 0.24 -0.355
C 1.67 -3.56 -1.54 0.084
C 2.74 -2.83 -2.06 -0.502
C 3.29 -3.16 -3.28 -0.658
C 2.77 -4.23 -4.01 -0.516
C 1.70 -4.95 -3.51 -0.656
C 1.15 -4.62 -2.27 -0.242
C 2.69 -3.56 1.09 -0.169
C 3.34 -4.78 0.86 -0.732
C 4.48 -5.12 1.58 -0.637
C 4.97 -4.25 2.55 -0.688
C 4.33 -3.04 2.78 -0.202
C 3.19 -2.70 2.05 0.704
H 3.14 -2.00 -1.49 0.288
H 4.13 -2.59 -3.68 0.389
H 3.21 -4.50 -4.97 0.366
H 1.29 -5.78 -4.07 0.409
H 0.31 -5.18 -1.86 0.382
H 2.95 -5.47 0.12 0.374
H 4.98 -6.06 1.39 0.380
H 5.86 -4.51 3.12 0.368
H 4.71 -2.36 3.54 0.367
H 2.70 -1.75 2.19 -0.561



Number 1: M 1111.77 g/mol, E -306252.304 eV. Number 2: M 570.83 g/mol, E -52462.513 eV. Number 3: M 895.93 g/mol, E -79654.347 eV. Number 4: M 1436.43 g/mol, E -473226.792 eV.